[1]
The following is a quantum chemistry calculation of the molecule C3H5N3O, from the OMol25 dataset.

Max |F| in eV/Å: 0.60
Frontier orbital gap in eV: 9.299
HOMO level in hartree: -0.3164

XYZ file:
```
12
Properties=species:S:1:pos:R:3:forces:R:3:mulliken_charge:R:1
N -1.51124 1.34274 -1.22424 -0.1 -0.5 0.3 -0.547
C -1.42832 0.26818 -0.61989 0.2 0.3 -0.3 0.370
C -1.02832 -0.91284 -0.18827 -0.1 0.2 -0.1 -0.393
N 0.08246 -1.09981 0.64732 0.2 0.0 0.1 -0.177
C 1.23387 -0.32757 0.74782 0.0 0.0 0.0 0.500
N 1.38350 0.67884 -0.16249 0.1 0.0 0.1 -0.355
O 2.06106 -0.57648 1.60959 -0.2 0.1 -0.2 -0.637
H -2.14713 2.02640 -0.81400 -0.1 -0.1 0.0 0.272
H -1.58179 -1.79948 -0.47869 0.0 0.2 0.0 0.342
H 0.05015 -1.83024 1.34145 0.0 0.1 0.0 0.214
H 0.68658 0.97708 -0.82693 0.1 -0.1 0.1 0.198
H 2.19917 1.25318 -0.03165 -0.1 -0.1 0.0 0.214
```
Forces are in eV/Å.



[2]
The following is a quantum chemistry calculation of the molecule C5H8N2O2 in a non-equilibrium geometry, from the OMol25 dataset.

Max |F| in eV/Å: 5.60
Frontier orbital gap in eV: 7.244
HOMO level in hartree: -0.2375

XYZ file:
```
17
Properties=species:S:1:pos:R:3:forces:R:3:mulliken_charge:R:1
C 2.11918 2.14043 0.30007 -1.2 0.1 -0.2 -0.804
N 1.67875 0.76902 0.56846 4.9 1.9 2.0 -0.243
C 0.66813 0.24906 -0.03927 -4.6 -2.0 -1.2 0.495
O -0.03386 1.11814 -0.84038 0.5 -0.7 0.4 -0.401
C -1.25220 0.55328 -1.05977 -1.2 -0.8 -0.1 -0.917
C -1.33095 -0.64977 -0.42118 0.7 1.0 0.1 0.638
O -2.41952 -1.44014 -0.29398 -0.5 -0.7 0.7 -0.595
C -0.07910 -0.89842 0.24042 0.3 1.8 -1.7 0.144
N 0.23202 -1.94826 1.10184 -0.2 0.1 0.9 -0.584
H 3.16514 2.31912 0.40570 0.9 -0.5 0.2 0.330
H 1.85317 2.37883 -0.74359 0.1 0.1 0.6 0.285
H 1.62761 2.85123 0.98816 -0.1 -0.2 -0.4 0.272
H 2.05893 0.30010 1.38209 -0.2 0.3 -0.4 0.162
H -1.96779 1.09127 -1.67145 0.4 -0.2 0.1 0.466
H -2.44074 -1.70529 0.65076 -0.1 0.1 -0.8 0.351
H 0.03484 -2.88937 0.81832 -0.1 -0.1 -0.5 0.211
H 1.17019 -1.88270 1.43112 0.5 -0.2 0.3 0.190
```
Forces are in eV/Å.



[3]
The following is a quantum chemistry calculation of a 2-piece molecular cluster, CH5PS3 overall in a non-equilibrium geometry, from the OMol25 dataset.

Max |F| in eV/Å: 3.42
Frontier orbital gap (spin up / spin down) in eV: 7.412 / 6.319
HOMO level (spin up / spin down) in hartree: -0.3322 / -0.3171

XYZ file:
```
10
Properties=species:S:1:pos:R:3:forces:R:3:mulliken_charge:R:1
C 1.06414 0.24977 -1.72309 -0.3 2.8 2.0 -0.559
P -1.62141 -1.07066 1.64136 0.5 1.1 3.0 0.016
S 0.95021 1.93437 -0.98722 -0.8 0.5 0.6 0.058
S 0.15536 -1.83026 1.15442 0.4 -0.2 -0.3 -0.161
S -0.76950 2.04312 0.03455 1.1 -0.2 -0.8 -0.196
H 0.94506 0.39447 -2.71937 -0.5 0.0 -3.0 0.348
H 0.27350 -0.18704 -1.22253 -1.2 -1.8 0.6 0.031
H 2.03001 -0.00460 -1.46244 1.8 -1.3 0.5 0.296
H -1.22443 0.26623 2.33372 -0.7 -1.7 -1.1 0.078
H -1.80294 -1.79540 2.95059 -0.2 0.7 -1.4 0.089
```
Forces are in eV/Å.



[4]
The following is a quantum chemistry calculation of a 15-piece molecular cluster, C51H129N3O30 overall in a non-equilibrium geometry, from the OMol25 dataset.

Max |F| in eV/Å: 3.56
Frontier orbital gap in eV: 9.363
HOMO level in hartree: -0.3290

XYZ file:
```
213
Properties=species:S:1:pos:R:3:forces:R:3:mulliken_charge:R:1
C 21.03633 21.00309 -4.70846 1.1 0.0 1.1 -0.170
N 20.58020 19.65793 -4.27483 0.2 -0.1 0.4 1.079
O 20.45950 19.41917 -3.08647 -0.2 0.3 0.4 -0.602
O 20.41520 18.83541 -5.13481 -0.2 -0.4 -0.7 -0.335
H 20.18372 21.60893 -5.01524 0.3 -0.3 -0.6 -0.355
H 21.88261 20.77850 -5.35768 -0.7 0.5 -0.8 0.067
H 21.55169 21.46596 -3.86688 -0.4 0.0 0.3 0.233
C 18.93560 14.90373 -8.27192 -0.2 -1.2 0.3 -0.930
N 19.29726 16.24100 -7.78090 -0.2 -0.5 -1.8 1.046
O 19.56501 17.07026 -8.60302 0.5 1.0 -1.4 -0.495
O 19.23584 16.45579 -6.62482 -0.1 0.1 3.1 -0.464
H 18.58535 14.34722 -7.40260 -0.2 0.1 -0.2 0.337
H 19.79758 14.36374 -8.66373 0.2 0.5 -0.1 0.249
H 18.17156 15.00526 -9.04265 0.1 0.1 0.1 0.304
C 15.12298 18.14146 -0.49755 0.6 0.2 0.6 -0.620
N 16.41536 17.97222 0.29381 -1.4 -1.4 -1.2 0.935
O 17.34804 17.59859 -0.39616 0.6 0.5 1.3 -0.418
O 16.28510 17.95872 1.51330 1.1 0.5 -1.1 -0.592
H 15.26936 17.98748 -1.56664 0.4 0.2 0.3 0.151
H 14.79090 19.15690 -0.28143 -0.4 -0.4 0.1 0.195
H 14.55629 17.30917 -0.08011 -0.6 0.5 -0.1 0.365
C 23.55445 11.04680 -7.42316 0.2 1.8 0.9 -0.674
O 22.90555 11.58839 -6.25627 0.1 -0.6 0.7 -0.299
C 23.81467 11.79526 -5.11593 -1.6 0.5 -1.2 -0.562
C 23.06314 12.67679 -4.06267 0.5 -0.6 -0.5 -0.725
O 23.02077 13.98402 -4.58973 -0.3 0.7 -0.3 -0.112
C 21.79387 14.74466 -4.39770 1.2 -1.5 0.0 -0.555
H 24.12224 11.91321 -7.76237 0.3 -0.2 -0.8 0.217
H 22.80170 10.77528 -8.16326 0.0 -0.1 0.3 0.253
H 24.28183 10.25397 -7.24870 -0.3 -0.4 0.3 0.299
H 24.64014 12.41100 -5.47307 0.4 -0.1 0.0 0.310
H 24.12189 10.78133 -4.85966 0.2 0.2 0.8 0.443
H 23.57878 12.72378 -3.10350 0.4 -0.3 0.1 0.358
H 22.09458 12.23610 -3.82649 -0.4 0.2 -0.4 0.367
H 21.87048 15.66389 -4.97842 -0.1 -0.2 -0.1 -0.094
H 21.69507 14.96989 -3.33581 -0.3 0.1 0.1 0.244
H 21.01834 14.06587 -4.75252 -0.5 0.5 0.1 0.591
C 19.06780 25.19488 -9.43848 -0.9 -0.9 1.7 -0.649
O 18.68212 24.02687 -8.61409 -0.6 0.5 -2.9 -0.446
C 18.94624 24.10309 -7.24465 0.9 -0.9 -0.6 -0.894
C 18.36653 22.82285 -6.60596 -1.3 -0.5 -1.7 -0.068
O 18.97736 21.63877 -7.14923 0.9 0.8 0.4 0.353
C 18.13808 20.51319 -7.07160 -0.7 -0.1 0.1 -0.568
H 18.92618 26.06921 -8.80319 0.5 0.3 0.0 0.290
H 18.35288 25.35013 -10.24649 0.0 -0.6 0.0 0.271
H 20.07566 25.11557 -9.84594 0.1 -0.1 0.3 0.172
H 18.50967 25.05909 -6.95559 0.1 -0.1 1.2 0.677
H 20.03502 24.06076 -7.21517 0.4 0.4 1.0 0.265
H 17.35483 22.73588 -7.00219 -0.5 0.5 0.1 0.121
H 18.22041 22.75963 -5.52765 0.6 0.3 0.2 0.037
H 17.22621 20.63968 -7.65521 -0.1 0.3 -0.4 0.362
H 17.75320 20.37067 -6.06182 0.3 -0.2 0.4 -0.003
H 18.63942 19.61773 -7.43891 0.3 0.2 0.2 0.031
C 17.06095 21.49417 0.88360 1.0 0.3 -0.5 -0.797
O 17.27690 20.68822 -0.26259 -3.0 -0.1 0.5 0.103
C 18.47407 20.83223 -0.94110 -0.5 0.4 0.3 -0.287
C 18.89078 22.20932 -1.49348 0.4 -1.1 0.1 -0.174
O 18.00195 22.80229 -2.40722 0.0 0.3 -0.8 -0.136
C 18.61172 23.90826 -3.07904 0.6 0.5 1.6 -1.204
H 16.21735 21.22995 1.52126 0.1 -0.9 -0.4 0.323
H 16.83261 22.51622 0.58130 0.5 0.3 0.1 0.242
H 18.00529 21.38038 1.41592 -0.2 0.8 0.8 0.163
H 18.32116 20.06555 -1.70065 0.9 0.2 -0.3 -0.590
H 19.23711 20.56588 -0.20972 0.8 -0.2 -0.3 0.487
H 19.81870 21.89490 -1.97118 0.4 0.3 -0.5 -0.105
H 19.21736 22.88677 -0.70449 -0.4 0.3 0.3 0.511
H 19.59388 23.69017 -3.49844 -0.1 -0.6 -0.7 0.426
H 18.90811 24.62363 -2.31191 -0.2 0.4 0.3 0.461
H 17.96830 24.46590 -3.75958 -0.3 -0.7 -0.1 0.444
C 14.71493 23.24708 -5.72650 0.3 -1.1 -0.9 -0.824
O 15.43990 22.13216 -5.27649 0.7 -1.0 2.1 -0.072
C 15.03203 21.61350 -3.95722 0.6 1.5 -0.8 -1.314
C 16.13281 20.69693 -3.39090 -0.5 -0.2 -0.6 1.605
O 15.85702 19.37711 -3.85397 -1.1 0.3 1.0 -0.480
C 16.87869 18.41917 -3.82029 0.9 0.2 -1.3 -0.470
H 13.95463 22.74883 -6.32798 -1.0 1.1 0.0 0.303
H 15.37943 23.77282 -6.41216 0.0 0.2 0.0 0.161
H 14.39166 23.93442 -4.94473 -0.3 -0.2 0.1 0.358
H 14.00985 21.23510 -3.95000 0.1 -1.2 -0.6 0.430
H 14.81139 22.49720 -3.35847 0.9 0.3 0.6 0.450
H 16.22527 20.78385 -2.30831 -0.6 -0.2 0.2 -0.314
H 17.13003 20.98450 -3.72396 -0.1 0.4 -0.5 -0.312
H 17.04781 18.22947 -4.88025 0.4 -0.6 0.0 0.320
H 16.66395 17.47296 -3.32364 -0.5 0.2 0.2 0.278
H 17.83699 18.76738 -3.43490 0.0 0.3 0.3 -0.011
C 22.61923 21.63959 0.54275 -0.1 0.5 -0.2 -0.604
O 21.91010 22.52231 1.40866 0.1 -0.9 0.4 -0.402
C 21.06007 21.72863 2.23758 -0.9 1.5 0.8 0.175
C 20.44445 22.53565 3.40964 0.2 -0.2 0.1 -0.838
O 19.21659 23.20661 3.15541 -0.7 -0.8 0.1 -0.222
C 18.71030 23.86863 4.33692 1.0 0.8 -1.0 -0.810
H 21.88003 21.04412 0.00694 0.2 -0.3 -0.3 0.154
H 23.33118 21.00065 1.06524 -0.2 -0.2 0.4 0.373
H 23.23332 22.20430 -0.15875 -0.3 0.3 0.0 0.310
H 21.56628 20.90345 2.73850 0.5 -0.1 -0.3 0.389
H 20.23534 21.30674 1.66318 0.0 -0.1 -0.3 -0.138
H 21.17673 23.22743 3.82594 0.3 0.3 -0.2 0.464
H 20.30579 21.80237 4.20410 -0.3 -0.2 0.2 0.375
H 18.86222 23.33594 5.27567 0.3 -0.2 -0.1 0.314
H 17.66453 24.17248 4.29067 -0.1 -0.6 -0.6 0.242
H 19.26823 24.80353 4.28429 0.1 0.3 1.0 0.324
C 17.52651 12.98974 0.84435 0.3 -0.9 -0.5 -0.455
O 18.38072 12.62341 1.92549 0.6 0.9 0.3 -0.410
C 19.37102 13.61350 2.24642 0.1 0.0 -0.7 -0.553
C 20.56370 13.73788 1.27439 -0.8 -1.0 -0.2 -0.445
O 20.17817 13.99672 -0.04644 0.0 0.9 -1.2 -0.368
C 20.01624 15.33011 -0.46396 0.1 0.8 0.7 -0.634
H 17.28983 14.04886 0.74267 0.0 0.2 0.5 0.145
H 16.62650 12.38054 0.92785 -0.1 0.2 0.3 0.285
H 17.97215 12.69621 -0.10609 0.2 0.1 -0.1 0.219
H 19.80965 13.44650 3.23020 -0.3 -0.6 0.1 0.386
H 18.88523 14.58658 2.31869 -0.2 0.3 -0.1 0.290
H 21.07604 12.80195 1.05156 0.1 -0.3 1.2 0.315
H 21.25487 14.45096 1.72372 0.2 0.3 -0.3 0.376
H 19.90603 15.39275 -1.54656 -0.4 -0.3 0.2 0.122
H 20.85146 15.99274 -0.23716 0.8 -0.3 0.1 0.322
H 19.23211 15.84732 0.08897 -0.7 -0.2 -0.4 0.402
C 24.71699 18.40087 -11.05670 0.3 0.6 1.3 -0.516
O 24.42185 17.56010 -9.92381 0.5 0.0 -1.3 -0.395
C 23.20083 17.89265 -9.34602 -0.4 0.1 2.4 0.005
C 23.01951 17.07942 -7.99738 -0.7 -1.1 -2.2 -0.113
O 22.54727 15.74395 -8.30895 0.3 -0.6 0.9 -0.194
C 23.55878 14.74564 -8.46650 0.3 0.7 -0.5 -0.715
H 24.42796 19.41894 -10.79578 0.2 0.3 0.2 0.025
H 24.18167 18.24918 -11.99400 -0.1 -1.0 0.0 0.269
H 25.80191 18.36870 -11.15684 -0.2 -0.1 -0.4 0.326
H 22.40307 17.82481 -10.08566 -0.4 -0.4 0.3 0.204
H 23.20257 18.91500 -8.96800 0.2 0.6 -0.4 0.086
H 22.24903 17.43506 -7.31329 0.0 0.7 -0.4 -0.092
H 23.96703 17.07295 -7.45863 0.2 -0.1 -0.1 0.347
H 23.17660 13.72668 -8.52785 -0.7 0.3 -0.2 0.141
H 24.26662 14.67364 -7.64075 0.1 0.5 0.3 0.240
H 24.09061 15.01628 -9.37864 0.4 -0.4 -0.1 0.378
C 28.54031 17.53233 -4.00742 0.6 1.8 1.2 -0.756
O 27.40098 17.11264 -3.27420 0.2 -0.7 -0.5 -0.340
C 26.48121 16.37841 -4.07163 0.2 0.4 -0.5 -0.828
C 25.09165 16.29910 -3.43991 2.8 -0.6 0.7 -0.105
O 24.86721 17.55379 -2.88317 -0.5 -0.1 -1.0 -0.083
C 23.72359 17.67874 -2.11280 -0.7 0.4 0.4 -0.740
H 28.92070 17.02491 -4.89395 -0.8 -0.4 0.0 0.317
H 29.39707 17.65253 -3.34438 0.1 -0.9 0.5 0.344
H 28.42270 18.60408 -4.16746 -0.4 0.1 -1.1 0.171
H 26.90190 15.38292 -4.21345 -0.3 -0.3 -0.2 0.516
H 26.37379 16.83979 -5.05331 0.2 0.3 -0.3 0.338
H 25.29446 15.60475 -2.62453 -0.9 -0.5 0.3 0.271
H 24.44809 15.86509 -4.20514 -0.7 0.4 0.3 0.051
H 23.78233 18.72707 -1.82012 -0.6 -0.1 0.4 0.249
H 23.63934 17.00502 -1.26011 0.8 -0.1 0.5 0.376
H 22.77683 17.44822 -2.60128 -0.1 0.4 -0.8 0.175
C 23.67655 25.04600 -12.84564 -0.5 0.1 -0.8 -0.672
O 24.94277 24.87203 -12.28818 0.0 0.3 -0.2 -0.333
C 25.21808 25.73196 -11.18802 1.4 -0.7 -1.2 -0.853
C 24.99463 24.96855 -9.95045 0.1 -0.7 1.8 0.251
O 26.01185 23.95765 -9.71807 -1.1 0.2 1.1 -0.416
C 25.64680 23.24931 -8.48633 1.1 -0.6 -1.5 -0.768
H 22.81106 24.88404 -12.20315 0.1 0.1 0.7 0.159
H 23.52478 24.32742 -13.65107 0.4 -0.1 -0.1 0.257
H 23.58147 26.03264 -13.29908 -0.1 0.3 0.0 0.421
H 24.84149 26.74923 -11.29497 -1.1 -0.2 0.3 0.424
H 26.28413 25.95715 -11.21852 0.4 -0.4 -0.1 0.351
H 24.07097 24.39106 -9.91234 -0.6 0.5 -0.3 -0.097
H 25.01299 25.66543 -9.11252 -0.1 0.1 0.4 0.335
H 26.38320 22.44909 -8.41245 0.5 0.4 0.4 0.389
H 24.74679 22.63785 -8.55117 -0.7 0.6 -0.4 0.318
H 25.62500 23.88668 -7.60237 0.1 0.1 -0.1 0.301
C 21.79827 27.33381 -2.00753 0.4 -0.9 0.5 -0.752
O 21.92235 27.37272 -3.39248 0.5 0.5 -0.7 -0.265
C 20.73471 27.62652 -4.09145 0.4 -0.6 -1.0 -0.259
C 20.94810 27.40225 -5.63161 0.9 0.6 0.7 -0.329
O 22.06166 28.13632 -6.28844 -1.8 -0.7 0.7 -0.332
C 22.03581 29.56857 -6.12923 0.1 -0.9 0.3 -0.754
H 21.33924 26.41084 -1.65324 -0.9 -0.2 -0.2 0.201
H 21.26712 28.19027 -1.59225 0.2 0.2 0.1 0.333
H 22.79442 27.16860 -1.59705 0.2 0.9 0.0 0.299
H 20.29264 28.60070 -3.88253 0.3 0.4 0.1 0.343
H 20.01708 26.88787 -3.73438 -0.6 -0.2 -0.3 0.185
H 19.97762 27.55901 -6.10247 -0.1 0.7 -0.3 0.327
H 21.10438 26.33364 -5.77904 0.7 0.1 -0.1 0.192
H 22.72737 29.80429 -5.32034 -0.2 0.3 0.2 0.245
H 21.03013 29.93312 -5.91994 0.0 0.1 0.1 0.309
H 22.39850 30.06860 -7.02730 0.0 -0.3 -0.2 0.262
C 24.33558 23.40067 -4.64716 2.6 0.4 1.3 -0.916
O 23.98853 22.06927 -4.89388 -1.7 0.4 0.1 0.094
C 24.89062 21.24499 -5.51656 2.7 -2.2 0.7 -0.535
C 25.84173 20.38202 -4.49265 -1.2 1.2 -1.7 0.052
O 26.84279 21.27305 -4.01037 -1.2 -0.7 -1.1 -0.391
C 27.30782 20.97733 -2.74905 0.9 1.6 1.1 -0.662
H 23.81865 23.86561 -3.80769 -1.2 -0.2 -0.7 0.344
H 24.54953 24.05926 -5.48893 -1.0 -0.1 -0.5 0.227
H 25.31031 23.41511 -4.15952 0.7 -0.3 0.0 0.284
H 25.60076 21.70803 -6.20169 0.1 0.8 0.2 0.165
H 24.40847 20.54600 -6.19996 -0.6 -0.2 0.4 0.349
H 26.28668 19.55832 -5.05089 0.3 0.0 -0.4 0.252
H 25.27004 19.85943 -3.72573 -0.1 0.5 0.4 -0.011
H 26.53768 21.06284 -1.98246 -0.4 -0.7 0.0 0.226
H 27.90696 21.86212 -2.53393 0.6 -0.2 0.3 0.331
H 27.94477 20.09872 -2.64691 -0.3 -0.3 -0.1 0.235
C 20.26903 19.54919 -13.08824 -1.0 -0.6 -0.7 -0.809
O 20.61114 20.63886 -12.34993 -0.4 1.9 1.5 -0.277
C 21.97161 21.06329 -12.46063 -1.9 -1.1 0.8 -0.282
C 22.34855 22.02676 -11.30956 -1.2 -1.6 -1.3 -0.120
O 22.26722 21.35920 -10.04797 2.1 1.3 -0.7 -0.113
C 21.03785 21.21021 -9.38168 -0.1 -1.0 0.2 -0.793
H 20.78103 18.63265 -12.79513 0.5 -0.1 -0.1 0.282
H 20.36230 19.77781 -14.14991 0.3 -0.4 -0.4 0.318
H 19.21011 19.35465 -12.91808 -0.1 0.0 0.1 0.258
H 22.06146 21.46637 -13.46937 0.7 0.3 -0.1 0.389
H 22.44057 20.08770 -12.33255 1.4 0.3 -0.2 -0.066
H 21.75399 22.93822 -11.37156 -0.3 0.0 0.3 0.085
H 23.33496 22.28704 -11.69343 0.7 0.2 1.4 0.307
H 20.64240 20.25930 -9.73871 -1.0 0.4 -0.3 0.241
H 20.37940 22.07885 -9.38608 -0.1 -0.1 -0.5 0.368
H 21.21014 20.97486 -8.33143 0.6 0.4 0.1 0.074
```
Forces are in eV/Å.



Energy, record by record: -9709.1293; -12388.0437; -42910.2391; -120844.4248 eV
ΔE to the lowest compared entry with this formula, charge and spin, record by record: 33.54; 66.69; 73.04; 0.00 kcal per mole